[1]
# C3H12NO4

A 3-piece molecular cluster, C3H12NO4 overall at a distorted geometry (ωB97M-V/def2-TZVPD, OMol25).

Each line ends with the Mulliken charge.
Element x y z (Å)
C1 2.00750 0.06496 0.02328  -0.53
O1 1.89343 -1.06947 -0.88994  -0.58
C2 0.63442 0.48546 0.58875  0.03
C3 -0.11229 -0.84046 1.13372  -0.62
O2 -1.48271 -0.74039 1.38290  -0.66
N1 1.05630 1.42179 1.57220  -0.61
H1 2.44333 0.73838 -0.78545  0.23
H2 2.86545 -0.00452 0.76435  0.28
H3 0.00371 0.93808 -0.21315  0.38
H4 -0.11280 -1.46366 0.22256  0.26
H5 0.32185 -1.27609 2.07786  0.35
H6 -1.92824 -0.39382 0.44565  0.44
H7 0.54163 2.42197 1.31704  0.28
H8 0.91458 1.07624 2.56662  0.27
H9 0.92964 -1.03382 -1.23244  0.35
H10 -1.26888 0.24726 -2.96296  0.25
O3 -1.32453 -0.72199 -2.76686  -0.78
H11 -1.83188 -0.56654 -1.78266  0.44
H12 -3.10355 0.61095 -0.77648  0.07
O4 -2.44696 0.10569 -0.68501  -0.85

Atoms 1-6, force components in eV/Å:
C 0.8935 -0.1103 -3.2846
O -1.8857 -0.6328 0.0913
C 0.8283 -2.2127 0.1539
C -0.8243 0.6785 -1.0693
O -0.1941 1.0376 0.0272
N -2.0471 4.5095 1.4128

Computed properties:
HOMO energy (eV): -4.54
Charge: -1
Gap between HOMO and LUMO (eV): 8.50
F_max (Eh/bohr): 0.201


[2]
# C7H5ClCuF6N2O4S2

C7H5ClCuF6N2O4S2 as an isolated structure at a distorted geometry (ωB97M-V/def2-TZVPD, OMol25).

Each line ends with the Mulliken charge.
Element x y z (Å)
Cu1 -2.52058 1.00411 0.74952  0.81
C1 -0.31025 -3.99342 -0.39504  0.62
F1 -1.09702 -5.10214 -0.44234  -0.20
F2 0.72720 -4.20335 -1.27420  -0.23
F3 -0.86414 -2.85963 -0.82918  -0.23
S1 0.37137 -3.84097 1.47096  1.01
O1 0.54461 -5.21453 2.01926  -0.58
O2 1.61193 -3.17636 1.44840  -0.61
N1 -0.89651 -2.93241 2.23112  -0.49
S2 -1.36818 -3.83098 3.40270  1.06
O3 -2.14549 -4.96530 2.79592  -0.66
O4 -0.37256 -4.10052 4.42353  -0.63
C2 -2.63079 -2.72494 4.38024  0.61
F4 -3.48500 -2.19554 3.60390  -0.23
F5 -3.31971 -3.53845 5.24005  -0.22
F6 -1.92233 -1.81002 4.94763  -0.21
Cl1 -6.47160 3.84895 0.49424  -0.82
N2 1.46656 4.03068 -1.62232  -0.53
C3 0.85949 4.91366 -2.54487  -0.15
C4 1.40956 5.35475 -3.82732  -0.45
C5 2.66531 4.78225 -4.21614  -0.20
C6 3.27166 3.89801 -3.34785  -0.23
C7 2.67553 3.57914 -2.10898  -0.16
H1 -0.04330 5.36184 -2.15692  0.38
H2 0.94451 6.20705 -4.30031  0.34
H3 3.37194 5.06710 -4.98160  0.33
H4 4.19956 3.45352 -3.67624  0.34
H5 3.32824 2.98752 -1.48419  0.33

Atoms 1-6, force components in eV/Å:
Cu -0.3810 0.1034 0.0606
C 1.6084 -1.1024 0.4429
F 0.3988 1.9518 -0.2272
F -0.7776 -0.0941 1.1725
F -0.7783 -0.5996 0.4232
S -1.6967 -3.0244 1.9818

Computed properties:
HOMO energy (eV): -5.53
Charge: -1
Gap between HOMO and LUMO (eV): 3.57
F_max (Eh/bohr): 0.094


[3]
# C3H3NaO3

C3H3NaO3 as an isolated structure at a distorted geometry (ωB97M-V/def2-TZVPD, OMol25).

Each line ends with the Mulliken charge.
Element x y z (Å)
O1 0.57846 -0.82212 0.30831  -0.57
C1 1.01172 1.06070 0.33700  0.87
O2 2.17659 0.97789 0.10777  -0.56
Na1 3.25907 -1.05867 -0.20750  0.99
O3 -0.02012 1.66298 0.05938  -0.39
C2 -0.66719 -1.01462 -0.02311  0.21
H1 -1.00889 -1.97155 -0.42994  0.38
H2 -1.99160 0.44123 -0.98783  0.31
C3 -1.45501 0.20958 -0.06215  -0.53
H3 -1.88303 0.51460 0.89807  0.29

Atoms 1-6, force components in eV/Å:
O -2.4152 -1.3929 0.3759
C -1.5246 2.0203 -4.2434
O -0.0226 -0.1990 1.5896
Na -0.3225 0.2042 0.1328
O 3.1031 -1.3975 2.1834
C 2.4892 2.7879 -0.3604

Computed properties:
HOMO energy (alpha / beta) (eV): -11.97 / -15.26
Charge: +1
Spin multiplicity: 2
Gap between HOMO and LUMO (alpha / beta) (eV): 7.54 / 10.71
F_max (Eh/bohr): 0.096
Expectation value of S²: 0.75


[4]
# C4H6CaFO4

C4H6CaFO4 as an isolated structure at a distorted geometry (ωB97M-V/def2-TZVPD, OMol25).

Each line ends with the Mulliken charge.
Element x y z (Å)
O1 -2.54755 0.06801 -0.63190  -0.55
C1 -2.30554 1.24061 -0.44555  0.10
C2 -0.94383 1.78966 -0.11220  -0.41
O2 0.14150 1.10283 -0.71095  -0.29
C3 0.67264 0.04141 -0.16265  0.97
O3 1.92656 -0.03849 -0.45256  -0.27
O4 0.07061 -0.78531 0.52359  -0.78
C4 2.74244 -0.96414 0.28494  -0.65
H1 -0.85083 1.81872 0.98644  0.34
F1 -2.10517 -3.59711 -0.26858  -0.74
H2 -3.12175 1.98549 -0.38578  0.39
H3 -0.87849 2.82055 -0.47899  0.35
H4 3.77234 -0.68916 0.05032  0.23
H5 2.54652 -0.86226 1.35744  0.32
H6 2.52715 -1.98376 -0.05263  0.31
Ca1 -1.64660 -1.94704 0.49906  1.68

Atoms 1-6, force components in eV/Å:
O 0.2478 0.1315 0.0730
C -0.3537 -0.1558 0.5457
C -0.1584 0.2726 -0.1106
O -0.0160 0.4191 -0.3193
C 0.6810 -0.4144 0.1542
O 0.0205 0.5809 -0.1430

Computed properties:
HOMO energy (eV): -15.35
Charge: +1
Gap between HOMO and LUMO (eV): 11.12
F_max (Eh/bohr): 0.037


[5]
# C40H50BrNO5PtS3Se

C40H50BrNO5PtS3Se as an isolated structure (ωB97M-V/def2-TZVPD, OMol25).

Each line ends with the Mulliken charge.
Element x y z (Å)
Pt1 -1.82920 0.57339 -1.55002  2.61
C1 -0.41492 -2.17748 5.54851  -2.14
C2 -0.23912 -0.82228 4.86360  2.00
C3 1.26260 -0.57972 4.65546  -1.42
C4 -0.80393 0.26504 5.78820  -1.73
C5 -0.95847 -0.76120 3.51780  0.16
C6 -0.87250 0.38444 2.73630  -0.64
C7 -1.50369 0.41972 1.51444  0.84
Se1 -1.46192 2.01983 0.47540  -0.35
C8 0.31857 2.29182 -0.18926  1.26
C9 1.29862 2.73646 0.67832  -0.52
C10 2.58716 2.93898 0.20854  -0.48
C11 2.81438 2.64637 -1.13158  -0.91
C12 1.85525 2.18547 -2.03243  0.26
C13 0.53245 2.07459 -1.56272  0.57
O1 -0.50241 1.83259 -2.39786  -1.09
C14 2.34248 1.84148 -3.45019  2.22
C15 2.79959 3.13079 -4.14668  -1.83
C16 1.30830 1.15229 -4.34280  -1.53
C17 3.52825 0.86554 -3.33695  -1.65
C18 3.73528 3.41955 1.09434  2.06
C19 4.26121 4.75825 0.55923  -1.70
C20 3.29050 3.61597 2.54378  -2.05
C21 4.86835 2.38331 1.07718  -1.56
C22 -2.30298 -0.62101 0.98711  0.73
O2 -2.95034 -0.47350 -0.17689  -1.46
C23 -2.42130 -1.77370 1.79135  -0.35
C24 -1.73349 -1.79356 3.00991  -0.58
C25 -3.25794 -3.02389 1.47141  2.35
C26 -4.07841 -2.92191 0.18655  -2.32
C27 -4.25080 -3.27228 2.62200  -1.82
C28 -2.32429 -4.23779 1.34141  -1.72
H1 0.10927 -2.17124 6.50594  0.44
H2 -0.00091 -2.98836 4.94541  0.39
H3 -1.46605 -2.39610 5.74725  0.42
H4 1.79635 -0.67561 5.60403  0.53
H5 1.45683 0.42227 4.26563  0.12
H6 1.67828 -1.30219 3.95109  0.22
H7 -0.28797 0.25028 6.75138  0.46
H8 -1.86937 0.10570 5.96571  0.37
H9 -0.68026 1.25989 5.35664  0.29
H10 -0.30468 1.24498 3.07133  0.06
H11 1.04871 2.90480 1.71755  0.32
H12 3.82249 2.77360 -1.50584  0.39
H13 1.97056 3.83666 -4.22989  0.35
H14 3.15745 2.90421 -5.15390  0.47
H15 3.60900 3.62152 -3.60267  0.28
H16 0.44897 1.78414 -4.55274  0.28
H17 0.95048 0.22792 -3.88945  0.00
H18 1.79010 0.89526 -5.28966  0.54
H19 4.37405 1.28499 -2.79163  0.36
H20 3.87820 0.60079 -4.33719  0.51
H21 3.21993 -0.05184 -2.82935  0.18
H22 3.46858 5.50917 0.54788  0.35
H23 4.64330 4.65755 -0.45789  0.30
H24 5.07445 5.12572 1.18970  0.47
H25 2.48762 4.35201 2.62537  0.39
H26 4.13202 3.97683 3.13762  0.46
H27 2.94904 2.67742 2.98788  0.28
H28 5.29541 2.27171 0.07919  0.32
H29 4.50438 1.40553 1.39666  0.27
H30 5.67097 2.69248 1.75111  0.48
H31 -1.81779 -2.69593 3.59782  0.37
H32 -4.79699 -2.10217 0.23785  0.45
H33 -4.63028 -3.85919 0.06265  0.56
H34 -3.43974 -2.76618 -0.67730  0.24
H35 -4.88710 -2.39837 2.77832  0.40
H36 -3.75552 -3.50411 3.56572  0.32
H37 -4.89229 -4.12015 2.37109  0.45
H38 -1.64829 -4.11246 0.49536  0.17
H39 -2.91749 -5.14045 1.17253  0.48
H40 -1.72904 -4.39100 2.24337  0.37
C29 -5.21973 -2.27722 -2.93141  -1.00
O3 -4.01178 -1.50292 -2.83848  0.07
C30 -3.05208 -1.67520 -3.74003  0.19
S1 -3.04844 -2.72838 -4.99198  -0.24
S2 -1.74838 -0.53381 -3.60923  -0.59
H41 -6.02161 -1.61556 -2.61220  0.24
H42 -5.14379 -3.12363 -2.25501  0.21
H43 -5.37508 -2.62020 -3.95041  0.54
S3 -4.94440 2.86255 -3.93379  -0.14
C31 -4.15758 3.90794 -2.83291  -0.29
C32 -3.33727 3.19743 -2.03106  -0.55
N1 -3.33245 1.83966 -2.27952  0.43
C33 -4.13364 1.53926 -3.27198  -0.14
H44 -4.32693 4.97072 -2.82799  0.46
H45 -2.73386 3.60730 -1.24161  0.38
H46 -4.29890 0.53388 -3.61849  0.29
Br1 1.96038 -0.85391 1.11715  0.26
C34 2.22231 -2.00945 -0.35688  0.72
C35 3.48896 -2.55575 -0.51187  -0.85
C36 3.72989 -3.46539 -1.52811  -0.64
C37 2.69866 -3.85126 -2.37288  -0.69
C38 1.43652 -3.31120 -2.20183  -0.84
C39 1.18182 -2.36768 -1.20625  -0.18
C40 -0.21714 -1.80783 -1.20293  0.14
O4 -1.15936 -2.52581 -1.44552  -0.55
O5 -0.25547 -0.50617 -0.99821  -0.35
H47 4.27636 -2.26916 0.17154  0.47
H48 4.72244 -3.88014 -1.64850  0.38
H49 2.87600 -4.56996 -3.16185  0.42
H50 0.61458 -3.59575 -2.84580  0.47

Atoms 1-6, force components in eV/Å:
Pt -0.1281 0.4612 0.6059
C -0.0030 -0.0075 -0.0120
C 0.0044 -0.0024 0.0008
C 0.0019 -0.0230 0.0190
C -0.0018 -0.0037 0.0088
C -0.0186 0.0423 -0.0050

Computed properties:
HOMO energy (eV): -7.74
Gap between HOMO and LUMO (eV): 6.74
F_max (Eh/bohr): 0.015